# 1
Below is 13 unconnected molecules or ions with the total composition C52H91N13 in a non-equilibrium geometry, with properties calculated with ωB97M-V with the def2-TZVPD basis set.

Atoms and positions in Å:
C 3.222 -4.782 3.648
C 2.767 -3.346 3.392
C 1.248 -3.207 3.522
C 0.729 -3.345 4.883
N 0.319 -3.399 5.955
H 4.306 -4.873 3.575
H 2.741 -5.461 2.945
H 2.944 -5.100 4.658
H 2.990 -3.104 2.351
H 3.279 -2.631 4.035
H 0.730 -3.940 2.899
H 0.956 -2.212 3.182
C 4.596 -6.228 0.235
C 4.171 -4.947 -0.475
C 2.718 -4.934 -0.958
C 1.776 -5.586 -0.043
N 1.039 -6.133 0.647
H 5.661 -6.193 0.469
H 4.460 -7.078 -0.442
H 4.030 -6.432 1.141
H 4.836 -4.760 -1.319
H 4.340 -4.089 0.186
H 2.647 -5.517 -1.882
H 2.408 -3.915 -1.176
C 1.678 0.418 -5.267
C 0.905 -0.883 -5.380
C 1.281 -1.969 -4.365
C 2.702 -2.276 -4.288
N 3.826 -2.505 -4.236
H 1.531 1.000 -4.355
H 1.429 1.076 -6.101
H 2.752 0.221 -5.330
H 1.104 -1.305 -6.369
H -0.167 -0.698 -5.323
H 0.665 -2.854 -4.512
H 1.012 -1.620 -3.358
C -2.161 -2.578 2.136
C -2.782 -1.253 2.548
C -4.309 -1.293 2.549
C -4.910 -2.168 3.559
N -5.393 -2.829 4.365
H -2.297 -3.353 2.891
H -1.083 -2.458 2.027
H -2.598 -2.918 1.197
H -2.491 -0.454 1.866
H -2.424 -1.009 3.550
H -4.647 -1.642 1.570
H -4.718 -0.296 2.719
C 3.696 1.488 -2.368
C 5.071 1.674 -1.743
C 5.717 0.411 -1.189
C 4.959 -0.267 -0.143
N 4.362 -0.802 0.680
H 3.684 0.688 -3.109
H 3.354 2.411 -2.835
H 2.983 1.217 -1.583
H 5.014 2.446 -0.972
H 5.768 2.101 -2.470
H 6.703 0.669 -0.798
H 5.877 -0.307 -1.998
C -0.174 0.937 -1.507
C -0.617 0.869 -0.059
C 0.453 0.328 0.879
C 0.861 -1.053 0.616
N 1.163 -2.155 0.497
H -0.969 1.281 -2.176
H 0.155 -0.028 -1.899
H 0.644 1.656 -1.620
H -1.533 0.277 0.042
H -0.943 1.848 0.301
H 0.069 0.303 1.907
H 1.344 0.959 0.917
C -7.047 0.615 -3.070
C -6.983 1.715 -2.014
C -6.686 1.233 -0.604
C -5.303 0.775 -0.480
N -4.206 0.437 -0.426
H -7.352 1.017 -4.035
H -7.829 -0.117 -2.842
H -6.080 0.116 -3.152
H -7.953 2.224 -2.005
H -6.322 2.504 -2.375
H -7.334 0.383 -0.370
H -6.887 1.987 0.156
C 2.198 4.843 -1.083
C 2.396 5.547 0.256
C 1.095 6.015 0.908
C 0.291 4.920 1.449
N -0.322 4.036 1.853
H 1.608 3.930 -0.982
H 3.177 4.614 -1.500
H 1.675 5.494 -1.787
H 3.005 6.440 0.106
H 2.965 4.911 0.931
H 0.454 6.550 0.205
H 1.321 6.709 1.720
C 4.344 0.648 3.879
C 3.124 1.571 3.833
C 3.454 3.035 3.536
C 4.254 3.202 2.327
N 4.883 3.346 1.377
H 4.007 -0.366 4.087
H 5.030 0.912 4.688
H 4.840 0.705 2.913
H 2.572 1.541 4.772
H 2.479 1.176 3.045
H 4.032 3.459 4.363
H 2.535 3.620 3.457
C 2.029 -0.275 7.412
C 0.995 0.830 7.667
C -0.338 0.592 6.979
C -0.174 0.308 5.551
N -0.036 0.089 4.433
H 2.853 -0.167 8.113
H 2.383 -0.283 6.382
H 1.538 -1.233 7.601
H 1.381 1.828 7.440
H 0.849 0.891 8.750
H -1.008 1.450 7.052
H -0.861 -0.279 7.384
C -2.210 1.405 -4.979
C -2.857 0.080 -4.575
C -3.808 -0.449 -5.656
C -4.886 0.465 -6.010
N -5.725 1.188 -6.312
H -2.959 2.195 -5.052
H -1.720 1.347 -5.954
H -1.454 1.696 -4.248
H -3.330 0.239 -3.601
H -2.093 -0.679 -4.388
H -4.249 -1.399 -5.350
H -3.193 -0.647 -6.536
C -1.677 5.723 -1.503
C -1.950 4.228 -1.441
C -3.070 3.812 -0.494
C -4.391 4.310 -0.890
N -5.413 4.723 -1.213
H -0.768 5.878 -2.087
H -1.551 6.169 -0.514
H -2.467 6.307 -1.979
H -1.029 3.742 -1.112
H -2.175 3.839 -2.437
H -2.890 4.182 0.520
H -3.118 2.723 -0.436
C -3.823 -3.042 -2.831
C -3.173 -2.921 -1.450
C -1.663 -2.730 -1.477
C -0.929 -3.762 -2.204
N -0.300 -4.536 -2.772
H -4.902 -3.082 -2.686
H -3.437 -3.928 -3.336
H -3.627 -2.197 -3.493
H -3.393 -3.873 -0.957
H -3.668 -2.151 -0.859
H -1.240 -2.637 -0.478
H -1.370 -1.810 -2.001

Output
energy relative to the best compared isomer or geometry (same formula, charge and spin) = 0.0 kcal per mole
charge = 0
E_HOMO = -10.78 eV
largest force on an atom = 1.4 eV Å⁻¹
total energy = -74770.56100 eV

Atomic partial charges in e from the Löwdin method, atoms 1 to 4: C -0.10; C -0.25; C -0.22; C -0.23


# 2
Below is a molecular structure, C40H38Cl3GaN5OS3, with properties calculated with ωB97M-V with the def2-TZVPD basis set.

Atoms and positions in Å:
Ga -1.020 1.631 0.112
S 1.156 1.104 -0.308
C 1.804 1.861 1.100
N 3.024 2.293 1.131
C 3.577 2.868 2.376
C 3.066 2.078 3.545
N 1.592 2.061 3.500
C 0.936 2.171 4.836
C 1.172 3.545 5.406
C 0.779 4.681 4.700
C 0.998 5.939 5.237
C 1.604 6.066 6.482
C 1.991 4.937 7.188
C 1.782 3.675 6.648
C 0.968 1.984 2.371
S -0.758 1.997 2.328
C 3.916 2.400 -0.076
C 3.902 3.820 -0.571
C 2.963 4.211 -1.527
C 2.933 5.522 -1.974
C 3.837 6.449 -1.470
C 4.784 6.061 -0.533
C 4.819 4.747 -0.087
H 3.290 3.920 2.435
H 4.660 2.805 2.317
H 3.352 2.561 4.478
H 3.424 1.046 3.548
H 1.414 1.410 5.455
H -0.113 1.911 4.728
H 0.277 4.589 3.741
H 0.686 6.822 4.696
H 1.767 7.048 6.904
H 2.456 5.036 8.159
H 2.081 2.794 7.204
H 3.568 1.692 -0.821
H 4.902 2.087 0.262
H 2.302 3.470 -1.963
H 2.233 5.820 -2.744
H 3.824 7.469 -1.831
H 5.510 6.774 -0.168
H 5.591 4.442 0.612
N -1.431 3.262 -0.985
C -2.855 3.677 -0.967
C -3.434 4.126 -2.140
C -4.770 4.504 -2.120
C -5.498 4.433 -0.941
C -4.898 3.986 0.228
C -3.564 3.600 0.219
H -1.175 3.063 -1.954
H -0.829 4.045 -0.721
H -2.863 4.189 -3.059
H -5.238 4.860 -3.028
H -6.537 4.735 -0.931
H -5.462 3.944 1.149
H -3.094 3.280 1.143
Cl -7.574 -7.180 3.666
C -6.726 -6.075 2.655
C -7.134 -5.884 1.343
C -6.442 -4.996 0.537
C -5.343 -4.298 1.019
C -4.577 -3.332 0.147
C -5.028 -1.909 0.460
N -4.094 -0.933 -0.129
C -4.095 -0.514 -1.439
C -3.029 0.308 -1.586
N -2.365 0.375 -0.366
C -3.057 -0.396 0.490
O -4.784 -3.498 -1.239
C -3.778 -4.324 -1.865
C -3.722 -5.705 -1.297
C -4.635 -6.681 -1.581
Cl -5.940 -6.558 -2.683
S -4.358 -8.125 -0.715
C -2.982 -7.452 0.044
C -2.758 -6.172 -0.357
C -4.970 -4.507 2.342
Cl -3.589 -3.645 3.001
C -5.637 -5.386 3.172
H -7.983 -6.432 0.960
H -6.742 -4.855 -0.492
H -3.510 -3.435 0.379
H -5.090 -1.715 1.528
H -6.004 -1.740 0.006
H -4.838 -0.856 -2.137
H -2.684 0.818 -2.469
H -2.811 -0.589 1.523
H -2.805 -3.830 -1.752
H -4.040 -4.344 -2.921
H -2.407 -8.045 0.737
H -1.926 -5.576 -0.005
H -5.320 -5.539 4.193

Output
energy relative to the best compared isomer or geometry (same formula, charge and spin) = 5.1 kcal per mole
charge = +3
E_HOMO = -13.64 eV
largest force on an atom = 0.2 eV Å⁻¹
total energy = -174022.57175 eV

Atomic partial charges in e from the Löwdin method, atoms 1 to 4: Ga 0.16; S 0.88; C -0.54; N -0.03


# 3
Below is a molecular structure, C25H34AsN5NaO3 in a non-equilibrium geometry, with properties calculated with ωB97M-V with the def2-TZVPD basis set.

Atoms and positions in Å:
Na -1.415 -0.606 0.594
O 0.760 -0.849 2.871
N -0.580 -0.953 3.235
C -0.889 -2.250 3.802
C 0.083 -3.333 3.750
N 0.838 -4.199 3.688
C -1.822 -2.259 4.913
N -2.555 -2.296 5.798
O -2.537 -1.416 2.101
N -1.325 -1.839 2.314
C 2.220 1.414 3.709
N 0.957 1.660 3.024
C -0.064 2.104 3.964
C 1.119 2.605 1.894
C 1.577 1.920 0.645
C 2.938 1.797 0.402
C 3.470 1.064 -0.661
C 2.551 0.388 -1.462
C 1.187 0.493 -1.250
C 0.597 1.364 -0.262
H 2.074 0.662 4.486
H 2.612 2.332 4.175
H 2.961 1.037 3.005
H 0.841 0.143 2.851
H 0.204 3.060 4.442
H -0.202 1.353 4.744
H -1.015 2.223 3.443
H 1.812 3.411 2.179
H 0.147 3.067 1.731
H 3.622 2.308 1.077
H 4.537 0.998 -0.828
H 2.907 -0.258 -2.261
H 0.527 -0.086 -1.877
C -3.068 0.760 -1.053
C -1.839 1.652 -1.344
C -2.401 3.102 -1.421
C -0.799 1.628 -0.181
C -1.273 1.357 -2.745
C -0.313 2.206 -3.304
C 0.205 1.984 -4.570
C -0.221 0.890 -5.322
C -1.177 0.039 -4.787
C -1.701 0.276 -3.514
H -3.489 1.033 -0.077
H -2.828 -0.312 -1.034
H -3.837 0.918 -1.822
H -2.961 3.322 -0.504
H -3.078 3.222 -2.276
H -1.596 3.834 -1.506
H -1.116 2.316 0.600
H 0.068 3.034 -2.714
H 0.964 2.653 -4.964
H 0.191 0.704 -6.306
H -1.522 -0.819 -5.355
H -2.424 -0.423 -3.109
C 1.532 -2.681 0.235
As -0.005 -3.015 -0.855
C -0.496 -4.802 -0.351
C 0.604 -3.144 -2.674
O -1.328 -2.015 -0.793
H 2.286 -3.415 -0.064
H 1.262 -2.832 1.276
H 1.902 -1.674 0.089
H 0.333 -5.490 -0.503
H -1.356 -5.106 -0.939
H -0.766 -4.782 0.703
H 1.407 -3.877 -2.770
H 0.948 -2.162 -3.000
H -0.249 -3.437 -3.278

Output
charge = -1
E_HOMO = -3.03 eV
largest force on an atom = 1.9 eV Å⁻¹
total energy = -105320.25351 eV

Atomic partial charges in e from the natural (NBO) method, atoms 1 to 4: Na 0.86; O -0.63; N -0.03; C -0.13


# 4
Below is a molecular structure, C39H35Cl2F3IMgNO6S in a non-equilibrium geometry, with properties calculated with ωB97M-V with the def2-TZVPD basis set.

Atoms and positions in Å:
C 5.650 3.080 2.674
C 5.061 2.785 1.223
C 4.710 1.244 1.181
Cl 6.088 0.357 0.369
C 3.365 0.912 0.440
C 2.671 1.860 -0.430
C 1.419 1.580 -1.138
O 0.829 2.587 -1.908
C 0.902 2.345 -3.296
O 0.032 2.811 -3.977
C 2.025 1.550 -4.013
C 3.012 2.359 -4.760
C 4.096 1.705 -5.515
C 4.248 0.240 -5.567
C 3.263 -0.557 -4.801
C 2.174 0.101 -4.048
C 0.815 0.269 -0.974
C 1.491 -0.730 -0.093
C 2.734 -0.436 0.632
C 3.395 -1.493 1.590
C 2.428 -1.670 2.846
C 3.080 -1.270 4.198
F 2.119 -1.261 5.204
F 4.040 -2.157 4.630
F 3.601 0.018 4.198
C 0.772 -2.125 0.044
O 1.363 -3.172 0.078
C -0.809 -2.030 0.083
C -1.637 -2.920 0.932
C -1.063 -4.050 1.836
C -0.842 -3.633 3.355
C 0.231 -4.632 3.972
I 0.602 -4.243 6.085
C -3.110 -2.749 0.890
C -3.779 -1.719 0.059
C -5.331 -1.667 0.172
C -5.956 -1.378 1.483
C -7.425 -1.304 1.526
N -8.305 -1.471 0.492
C -7.725 -1.780 -0.693
C -6.290 -1.905 -0.969
C -2.917 -0.806 -0.800
C -3.564 0.304 -1.685
C -3.711 1.719 -0.949
C -2.432 2.645 -1.212
C -2.577 3.886 -0.250
S -1.552 5.331 -0.700
O -1.598 5.570 -2.143
O -2.120 6.510 -0.040
Cl 0.381 5.147 0.035
C -1.471 -1.003 -0.762
C -0.490 -0.154 -1.649
O -0.814 0.070 -2.799
H 4.787 3.065 3.406
H 6.390 2.311 3.014
H 6.113 4.095 2.763
H 4.163 3.455 1.121
H 5.843 3.051 0.459
H 4.656 0.901 2.253
H 3.146 2.869 -0.551
H 2.961 3.477 -4.804
H 4.835 2.296 -6.112
H 5.057 -0.253 -6.164
H 3.359 -1.672 -4.851
H 1.450 -0.557 -3.523
H 4.393 -1.165 1.968
H 3.538 -2.486 1.089
H 1.512 -1.022 2.717
H 2.079 -2.734 2.964
H -0.105 -4.488 1.456
H -1.802 -4.905 1.852
H -1.799 -3.859 3.913
H -0.538 -2.567 3.507
H -0.119 -5.701 3.919
H 1.225 -4.559 3.446
H -3.767 -3.416 1.509
H -5.277 -1.220 2.355
H -7.877 -1.056 2.525
H -8.419 -1.947 -1.562
H -5.913 -2.150 -2.010
H -4.601 -0.018 -1.923
H -3.049 0.490 -2.667
H -4.570 2.278 -1.432
H -3.948 1.607 0.141
H -2.362 2.902 -2.300
H -1.544 2.055 -0.864
H -2.328 3.536 0.795
H -3.644 4.242 -0.216
Mg -4.923 -1.528 -3.250

Output
charge = +2
E_HOMO = -12.81 eV
largest force on an atom = 5.5 eV Å⁻¹
total energy = -112339.00011 eV

Atomic partial charges in e from the Löwdin method, atoms 1 to 4: C -0.11; C -0.26; C -0.61; Cl 0.64


# 5
Below is a single C2H2N2O2 molecule in a non-equilibrium geometry, with properties calculated with ωB97M-V with the def2-TZVPD basis set.

Atoms and positions in Å:
O -1.228 -0.767 1.361
C -0.427 -0.190 0.491
N 0.176 1.011 0.513
N 0.795 1.234 -0.718
C 0.796 0.087 -1.238
O 0.041 -0.877 -0.508
H -1.020 -1.706 1.178
H 1.506 -0.246 -2.087

Output
energy relative to the best compared isomer or geometry (same formula, charge and spin) = 51.5 kcal per mole
structure (SMILES) = Oc1nnco1
charge = 0
E_HOMO = -9.77 eV
largest force on an atom = 5.4 eV Å⁻¹
total energy = -9179.55387 eV

Atomic partial charges in e from the natural (NBO) method, atoms 1 to 4: O -0.61; C 0.72; N -0.38; N -0.25


# 6
Below is 8 unconnected molecules or ions with the total composition C14H44O8 in a non-equilibrium geometry, with properties calculated with ωB97M-V with the def2-TZVPD basis set.

Atoms and positions in Å:
C -1.152 -5.848 0.149
C -1.975 -6.316 1.288
C -3.325 -5.528 1.354
O -2.489 -7.635 1.242
H -0.136 -6.242 0.124
H -1.046 -4.777 0.327
H -1.657 -6.104 -0.782
H -1.367 -6.208 2.186
H -3.869 -5.879 2.231
H -3.927 -5.514 0.446
H -3.112 -4.491 1.615
H -1.976 -8.146 0.612
C -1.242 -1.959 5.649
C -2.476 -2.638 6.197
O -2.442 -2.625 7.597
H -1.296 -2.120 4.572
H -0.300 -2.348 6.035
H -1.096 -0.916 5.931
H -2.480 -3.666 5.833
H -3.398 -2.146 5.887
H -2.846 -1.779 7.800
C 7.447 -0.345 0.315
C 8.054 0.552 1.410
O 9.473 0.281 1.353
H 6.367 -0.200 0.359
H 7.654 -1.409 0.429
H 7.824 -0.071 -0.671
H 7.757 0.172 2.387
H 7.875 1.619 1.280
H 9.884 0.927 1.933
C 3.880 6.546 2.371
C 3.976 5.246 3.148
O 5.006 5.379 4.166
H 4.888 6.631 1.965
H 3.660 7.530 2.787
H 3.388 6.317 1.426
H 4.134 4.490 2.379
H 2.977 5.003 3.512
H 4.830 6.172 4.678
C -2.313 5.582 -5.711
C -3.003 4.135 -5.905
O -2.591 3.090 -4.978
H -2.251 5.709 -4.630
H -2.812 6.434 -6.172
H -1.254 5.649 -5.961
H -2.775 3.827 -6.926
H -4.027 4.420 -5.660
H -3.342 2.858 -4.427
C -1.359 -2.368 -6.564
O -0.193 -1.626 -6.389
H -1.178 -2.980 -7.448
H -1.633 -3.082 -5.787
H -2.159 -1.664 -6.793
H -0.267 -0.926 -5.737
C -0.141 1.427 -0.266
O -0.170 2.580 -1.094
H 0.872 1.267 0.101
H -0.710 1.560 0.655
H -0.572 0.606 -0.838
H -0.573 2.399 -1.947
C -5.331 -0.470 -1.561
O -5.590 0.921 -1.599
H -4.419 -0.535 -2.155
H -5.162 -0.909 -0.578
H -6.137 -1.022 -2.045
H -6.378 1.160 -1.105

Output
energy relative to the best compared isomer or geometry (same formula, charge and spin) = 101.4 kcal per mole
structure (SMILES) = CC(C)O.CCO.CCO.CCO.CCO.CO.CO.CO
charge = 0
E_HOMO = -10.20 eV
largest force on an atom = 2.4 eV Å⁻¹
total energy = -31606.58023 eV

Atomic partial charges in e from the natural (NBO) method, atoms 1 to 4: C -0.64; C 0.10; C -0.62; O -0.72


Orbital gap across the listed records, respectively: 11.0 3.6 5.2 1.7 10.1 10.3 eV.
Lowest unoccupied orbital energy across the listed records, respectively: 0.238 -10.050 2.149 -11.143 0.324 0.081 eV.